1.
Here is a 7-piece molecular cluster, C7H28N14O7 overall in a non-equilibrium geometry from the OMol25 dataset. Energies are from wB97M-V/def2-TZVPD.

```
56
Properties=species:S:1:pos:R:3:nbo_charge:R:1
H -2.077 -0.259 3.996 0.3905
O 2.096 3.143 -0.840 -0.6959
N 1.175 -5.116 -0.941 -0.8554
C -3.992 -0.100 3.209 0.7697
H 1.128 -1.812 -0.334 0.4201
O -0.342 -3.428 -0.891 -0.6457
H -2.339 -0.635 2.297 0.4438
H 3.515 -3.384 -2.435 0.3814
H -5.481 -0.311 4.601 0.4215
O 3.790 -0.244 -2.779 -0.6874
C 2.253 3.195 -2.046 0.7666
H -0.545 -3.922 -3.345 0.4167
C 0.035 2.418 4.303 0.7596
H 1.627 -5.810 -1.509 0.3845
H 2.921 1.263 -2.291 0.4312
H -2.021 1.019 -1.494 0.4024
H 0.761 -5.069 -3.340 0.3809
H -3.618 0.624 0.125 0.3890
N 3.371 -2.453 -2.783 -0.8443
H -5.162 0.575 -0.466 0.3958
H -0.032 0.636 3.313 0.4018
C 0.349 -0.193 0.571 0.7777
H -1.728 1.823 3.572 0.3914
N 1.135 -0.806 -0.291 -0.8354
N 1.980 4.287 -2.767 -0.8346
H -3.743 -0.173 5.124 0.3781
H -2.423 2.286 -2.622 0.3940
N 0.129 1.103 0.228 -0.8511
N 0.216 -4.372 -2.864 -0.8458
H 1.549 1.302 3.616 0.4055
H 1.539 -4.753 -0.075 0.4115
N 0.550 1.417 3.571 -0.8601
H -0.386 1.546 0.974 0.4067
N 2.582 2.090 -2.760 -0.8408
H 2.960 2.385 -3.647 0.3730
C 0.321 -4.226 -1.527 0.7616
H 2.682 -2.374 -3.512 0.4097
N -4.183 0.642 -0.713 -0.8462
N -1.273 2.577 4.062 -0.8572
N 4.797 -1.701 -1.268 -0.8367
N -2.634 1.758 -1.790 -0.8435
N -4.497 -0.178 4.459 -0.8415
O 0.685 3.132 5.055 -0.6679
H 1.669 5.155 -2.368 0.4131
H -1.772 3.364 4.437 0.4096
O -4.802 2.371 -2.098 -0.6611
C 4.028 -1.353 -2.320 0.7890
H 5.142 -0.999 -0.635 0.4134
H 5.092 -2.646 -1.103 0.3939
H 2.023 4.271 -3.772 0.3822
N -2.640 -0.216 3.166 -0.8813
O -4.764 -0.098 2.266 -0.6707
C -3.948 1.702 -1.535 0.7647
H 0.780 1.556 -0.393 0.4224
O -0.135 -0.777 1.540 -0.7340
H 1.658 -0.231 -0.929 0.3833
```

As for the energy relative to the best compared isomer or geometry (same formula, charge and spin): 38.9 kcal per mole. Its SMILES is NC(N)=O.NC(N)=O.NC(N)=O.NC(N)=O.NC(N)=O.NC(N)=O.NC(N)=O. The multiplicity is 1. As for the gap between HOMO and LUMO: 8.884 eV.

---

2.
Here is C7H28N14O7Tl as an isolated structure in a non-equilibrium geometry from the OMol25 dataset. Energies are from wB97M-V/def2-TZVPD.

```
57
Properties=species:S:1:pos:R:3:nbo_charge:R:1
H 3.455 -0.069 -9.619 0.4279
O 5.956 -2.794 -13.073 -0.5762
N 3.978 -0.355 -10.427 -0.8002
H 3.209 -2.741 -18.559 0.4222
N 6.561 -1.473 -19.888 -0.8358
H 4.254 -1.316 -10.544 0.4163
H 3.643 2.145 -10.605 0.4236
N 8.162 2.207 -17.664 -0.7910
O 7.028 -1.620 -17.661 -0.7293
C 8.337 0.507 -12.590 0.7714
N 6.044 -4.620 -11.693 -0.8067
N 3.757 0.390 -18.868 -0.7845
C 5.053 -4.133 -16.530 0.7898
N 4.191 1.742 -11.345 -0.7887
H 7.159 2.256 -17.635 0.4098
N 5.395 -4.228 -17.833 -0.8035
N 10.002 1.028 -16.954 -0.8081
H 10.495 1.497 -17.695 0.4164
N 7.956 -3.760 -12.611 -0.7999
N 4.017 -4.895 -16.130 -0.7807
H 9.698 2.006 -13.017 0.4238
C 3.693 -0.804 -18.256 0.7901
H 8.889 -0.951 -20.092 0.4052
Tl 5.804 -0.787 -15.080 1.6110
H 8.361 -3.088 -13.237 0.4211
C 6.608 -3.673 -12.482 0.7810
H 5.641 -1.834 -19.713 0.4089
C 8.705 1.358 -16.772 0.7981
O 7.684 -0.493 -12.995 -0.5884
H 3.403 -5.332 -16.794 0.4191
C 7.404 -1.389 -18.821 0.7830
H 4.554 2.329 -12.074 0.4149
H 9.415 -1.222 -18.423 0.4251
N 8.371 0.782 -11.269 -0.7692
H 6.128 -3.653 -18.212 0.4311
O 4.965 -0.109 -12.436 -0.6709
H 5.047 -4.737 -11.726 0.4214
H 10.441 0.303 -16.416 0.4278
O 8.010 0.765 -15.909 -0.7491
H 4.336 1.094 -18.447 0.4108
O 3.994 -0.994 -17.057 -0.6969
N 8.703 -1.126 -19.121 -0.8185
H 3.902 -4.988 -15.135 0.4278
H 5.047 -5.007 -18.368 0.4136
O 5.671 -3.392 -15.730 -0.6553
H 7.777 0.252 -10.654 0.4233
H 8.433 -4.551 -12.218 0.4190
H 3.518 0.476 -19.841 0.4175
N 9.074 1.305 -13.375 -0.7983
N 3.156 -1.827 -18.971 -0.8007
C 4.398 0.421 -11.456 0.7798
H 6.897 -1.223 -20.801 0.4145
H 8.905 1.157 -14.364 0.4294
H 8.920 1.523 -10.867 0.4225
H 6.605 -5.162 -11.061 0.4234
H 3.049 -1.696 -19.963 0.4124
H 8.644 2.479 -18.504 0.4189
```

As for the energy relative to the best compared isomer or geometry (same formula, charge and spin): 0.0 kcal per mole. As for the charge: +3. The multiplicity is 1. As for the gap between HOMO and LUMO: 4.137 eV.

---

no.,E_LUMO (eV)
1,-0.26
2,-13.51